51
Properties=species:S:1:pos:R:3:forces:R:3:mulliken_charge:R:1 method="wB97M-V/def2-TZVPD" homo_energy_ev="-10.98 / -11.31" total_charge=+1 relative_energy_ev=0.0000 homo_lumo_gap_ha="0.3201 / 0.1759" spin_multiplicity=5 mol_weight_g_mol=563.413 lumo_ev="-2.267 / -6.518"
O -1.196198 1.661627 -1.591430 1.3661 0.8285 0.2982 -0.368
C 0.137082 2.338303 -1.500756 -1.0037 -0.9110 0.5218 0.181
C -0.477274 3.693891 -1.871776 -0.4520 -1.0406 -0.1385 -0.771
H 0.851464 1.893650 -2.208683 -0.1456 0.1107 0.3587 0.411
H 0.485101 2.263611 -0.436184 -0.0592 0.1193 -0.9463 -0.454
C -1.853324 2.961954 -1.483649 0.6432 0.3992 0.4420 1.311
H -0.320606 3.843116 -2.953836 -0.4519 0.2082 0.4746 0.328
H -0.121214 4.550596 -1.291854 -0.3800 -0.0839 -0.1353 0.303
C -3.075901 3.005210 -2.374229 0.1293 0.3927 -0.3732 -1.690
H -2.902925 2.652064 -3.406658 0.2086 0.1404 0.5484 0.354
H -3.436354 4.033009 -2.428836 -0.0687 0.0487 -0.0426 0.388
H -3.880534 2.409800 -1.945188 0.0298 -0.1228 0.0723 0.382
C -2.216923 3.263719 0.002012 -0.1592 -0.6903 0.2048 -1.173
H -1.330543 3.178675 0.676071 -0.5198 0.1751 -0.5967 0.095
H -2.974010 2.529876 0.401331 0.6462 0.6308 -0.5973 0.280
H -2.649940 4.269704 0.106347 0.2057 -0.2660 -0.0663 0.393
Pt 1.123328 -1.507280 1.664469 -0.6001 -0.5161 0.1269 0.827
C 1.649014 0.763825 3.971384 -0.9244 2.5134 -1.2941 -0.422
C 2.359234 -0.395363 3.643710 1.4080 -0.9674 -1.4041 -0.656
C 2.735738 -0.344185 2.210788 -0.1324 1.1279 0.8566 -0.208
H 2.681732 -1.175593 4.347543 -0.0718 0.5184 -0.4565 0.432
C 2.060446 0.880771 1.683766 0.7264 -0.7340 0.9347 -0.556
C 1.445192 1.537517 2.771398 0.2376 -0.3113 1.6304 -0.317
H 0.970117 2.525082 2.738476 0.0336 -0.6597 -0.0539 0.493
H 1.338490 1.112255 4.970398 0.0772 -0.5292 -0.6703 0.440
H 3.676916 -0.709476 1.817082 -0.0746 -0.0722 0.0673 0.612
H 2.100877 1.226808 0.647496 0.0402 -0.1395 0.4721 0.539
C -0.657499 -1.569513 3.537727 -1.7726 0.5041 -0.2123 -0.838
C -1.476656 -0.549931 2.959514 0.5089 -0.3478 0.8380 -0.461
C -1.705379 -0.843400 1.611386 0.0731 -0.3694 0.0515 -0.415
H -1.902459 0.292729 3.510766 0.3286 -0.2769 -0.3205 0.458
C -0.985699 -2.038372 1.245987 0.0990 -1.4553 1.9717 -0.649
C -0.501539 -2.613127 2.552368 -0.4608 0.7130 -1.8169 -0.396
H -0.276791 -3.659194 2.758369 0.0800 0.4287 -0.1446 0.634
H -0.376954 -1.634743 4.587083 0.0139 -0.0178 -0.3528 0.495
H -2.448357 -0.362611 0.992586 0.3527 0.2832 -0.2140 0.520
H -0.993966 -2.573404 0.296761 -0.4779 0.1979 0.5118 0.689
O 0.417608 -1.876953 -1.240271 0.0711 -0.4743 -2.1783 -0.217
C -0.015320 -1.598207 -2.609268 -0.7124 1.4270 -0.2327 -0.203
C 0.679180 -2.514882 -3.630799 -0.0182 0.0986 0.1536 -0.520
H 0.282705 -0.546246 -2.787075 -0.4187 -0.4574 0.0122 -0.040
H -1.115346 -1.670976 -2.680543 0.5013 0.0975 0.2821 0.289
C 1.649945 -3.347363 -2.795402 0.2180 -0.1368 0.0103 -0.770
H 1.243998 -1.897823 -4.336999 -0.2877 -0.2155 -0.0164 0.295
H -0.040853 -3.133474 -4.177927 0.2089 0.1929 0.1334 0.271
C 1.437715 -2.841782 -1.379180 0.2783 0.5159 0.2937 -0.374
H 2.693556 -3.155864 -3.058353 -0.1860 -0.1625 -0.1582 0.281
H 1.479602 -4.430078 -2.833911 -0.0168 0.3268 -0.1999 0.263
H 2.346524 -2.386135 -0.984570 0.0087 -0.4485 0.0364 0.467
H 1.055861 -3.696410 -0.787692 0.3478 -0.3055 0.2556 0.268
Br 2.031133 -3.815384 1.090268 0.5524 -0.2872 1.0624 -0.201



58
Properties=species:S:1:pos:R:3:forces:R:3:mulliken_charge:R:1 method="wB97M-V/def2-TZVPD" homo_energy_ev=-9.94 relative_energy_ev=0.0000 homo_lumo_gap_ha=0.3738 smiles="NC(N)=O.NC(N)=O.CC(C)O.CC(C)O.CC(C)O.O.O" mol_weight_g_mol=336.430 lumo_ev=0.229
N -1.056050 2.029002 -2.179628 -0.6420 0.3992 0.9579 -0.379
C -1.030402 1.529963 -0.896936 1.2632 -0.9965 -0.1319 0.481
N -0.584672 0.240425 -0.823527 -0.3947 0.5111 0.0724 0.116
O -1.325915 2.181298 0.096015 -0.4847 0.1653 -0.3305 -0.892
H -0.561765 1.588906 -2.934370 -0.0676 0.0445 -0.0624 0.182
H -1.339638 2.992551 -2.186795 0.2413 0.0753 -0.5384 0.242
H -0.140211 -0.169362 -1.638798 -0.1318 -0.2002 0.3780 0.078
H -0.460337 -0.127224 0.106132 0.0899 -0.1452 -0.0346 0.015
N -6.679000 -0.198896 -2.061987 -0.0288 -0.2683 0.1248 -0.411
C -5.324642 -0.381663 -1.907035 0.0044 0.1313 -0.2065 0.558
N -4.601746 0.755510 -1.687528 -0.0979 0.0309 -0.0395 -0.310
O -4.820721 -1.487670 -1.979069 0.0605 0.0158 0.0469 -0.639
H -7.128696 0.689043 -2.180125 0.1509 0.0637 -0.0343 0.177
H -7.168364 -1.022265 -2.361889 -0.0920 0.0436 0.0122 0.244
H -3.608000 0.675150 -1.572927 0.0035 -0.0404 0.0584 0.277
H -5.040096 1.647285 -1.557414 0.0662 0.0104 0.0517 0.163
C 1.573219 -2.835866 -0.744940 0.2333 0.9302 -0.5223 -0.802
C 2.312481 -3.203553 0.523936 -0.6590 -0.0518 0.5202 0.227
C 2.367264 -2.049355 1.511752 -0.1798 0.6820 -0.4717 -0.453
O 1.691486 -4.333110 1.147251 0.3217 -0.1664 -0.1493 -0.604
H 0.573833 -2.413700 -0.594858 -0.0703 -0.3782 0.4231 0.142
H 1.507116 -3.660322 -1.452431 0.0511 -0.0933 0.0626 0.371
H 2.104580 -2.000468 -1.220575 0.1472 -0.2652 -0.1277 0.106
H 3.332540 -3.496566 0.273592 -0.0503 -0.2654 0.0047 0.345
H 1.357322 -1.693654 1.737911 0.0560 -0.2895 0.0868 -0.276
H 2.857653 -1.182994 1.053030 0.2305 -0.1350 0.1054 0.198
H 2.882748 -2.318470 2.429592 0.0342 -0.0746 0.0179 0.396
H 0.756082 -4.131052 1.256347 -0.0146 0.1022 0.0577 0.347
C 2.829532 1.221948 -0.881341 -0.3358 0.9872 0.4123 -0.387
C 3.577355 1.661987 -2.120242 0.3129 0.0208 -0.2668 0.438
C 4.059098 3.096677 -2.029682 -0.1294 0.2660 0.8411 -1.489
O 4.673584 0.770401 -2.355681 -0.2017 0.0105 -0.3322 -0.562
H 3.473158 1.363368 -0.007233 0.1090 -0.4442 -0.0319 0.456
H 2.440359 0.211566 -0.948093 0.1941 -0.1415 0.0430 -0.286
H 1.986465 1.891183 -0.669832 -0.0763 -0.1258 -0.2476 0.155
H 2.930772 1.611989 -3.002950 0.0476 -0.3411 0.0056 0.210
H 4.537677 3.480648 -2.926100 -0.0825 -0.1808 -0.1797 0.366
H 4.771599 3.200033 -1.201032 0.0270 -0.0699 -0.0633 0.377
H 3.214980 3.735381 -1.754570 0.0600 0.0854 -0.2164 0.348
H 5.399600 1.044627 -1.786944 0.0138 -0.0340 0.0413 0.357
C -0.400204 0.389153 3.527983 0.4992 0.5030 -0.4479 -1.196
C -0.600526 -1.123033 3.542795 -0.0380 1.0625 0.5244 0.558
C -1.672443 -1.546628 4.546798 0.6598 -0.0034 -0.6385 -1.467
O -0.890084 -1.600665 2.237045 0.0004 -0.2929 -0.3745 -0.503
H -1.303082 0.976626 3.347666 -0.1238 -0.1928 0.0331 0.320
H 0.311665 0.652486 2.735726 -0.1951 -0.1120 -0.0978 0.201
H 0.085563 0.774334 4.428415 -0.2692 -0.2666 0.2304 0.430
H 0.382594 -1.522820 3.803032 -0.1884 -0.4194 0.0426 0.199
H -1.498783 -1.034363 5.490035 -0.0086 -0.2568 0.1845 0.361
H -1.618408 -2.631457 4.630672 -0.3114 0.0202 0.3508 0.358
H -2.651536 -1.234332 4.178353 -0.0711 -0.0700 0.0118 0.422
H -1.841868 -1.588607 2.094011 -0.0375 0.0823 0.0470 0.319
O -2.250564 3.909429 2.107412 0.0121 -0.0667 0.1354 -0.671
H -2.730582 4.466387 1.490391 0.0010 0.0100 -0.0176 0.268
H -1.875551 3.209430 1.550423 -0.0400 0.1141 -0.0500 0.601
O 0.525702 -0.704939 -3.254687 0.1755 0.0127 -0.2769 -0.633
H 0.202958 -1.544161 -3.599020 -0.0995 -0.0134 0.0025 0.267
H 1.484897 -0.759589 -3.328075 0.0554 0.0209 0.0037 0.282



78
Properties=species:S:1:pos:R:3:forces:R:3:mulliken_charge:R:1 method="wB97M-V/def2-TZVPD" homo_energy_ev=-15.57 total_charge=+3 homo_lumo_gap_ha=0.0518 mol_weight_g_mol=626.052 lumo_ev=-14.162
Hf 2.770479 1.451358 1.351008 -0.0626 -1.3553 -0.6427 1.837
F 1.908659 -1.132242 -1.286082 0.2117 0.9114 0.8587 -0.586
C 2.453049 -3.729392 -6.201882 -0.4300 0.4426 0.3360 -0.455
O 1.347339 -2.944762 -5.724162 0.9112 -1.1781 -0.5723 -0.367
H 3.370539 -3.184892 -5.978652 0.3423 0.4857 -0.7018 0.262
H 2.686129 -4.612632 -5.607192 -0.6606 -0.5636 0.4587 0.280
H 2.301449 -4.061822 -7.228822 0.0090 0.5274 0.1408 0.265
H 1.602139 -2.687002 -4.835202 -0.1657 0.3104 0.4048 0.340
C 2.984569 -6.690972 0.256968 -0.3430 0.6458 0.1646 -0.414
O 1.868459 -6.229072 0.982378 -0.4118 0.3886 0.3240 -0.444
H 3.736759 -7.110582 0.924978 0.1489 -0.2543 0.0265 0.259
H 2.668869 -7.427792 -0.481622 0.2718 -0.0694 -0.1861 0.272
H 3.371899 -5.770292 -0.179402 0.2475 -0.3920 -0.3365 0.184
H 1.356039 -6.942332 1.370038 0.0885 -0.3318 0.0110 0.331
C -4.823561 -4.167642 -2.520892 -2.2404 -1.3134 -1.0364 -1.254
C -5.197191 -2.925412 -1.715262 0.5893 2.1094 2.2787 0.139
C -6.639301 -2.885592 -1.041672 0.3613 -0.1589 -0.6885 -0.558
O -7.022811 -1.769672 -0.259292 1.0937 -0.0854 -0.8033 -0.242
C -8.328461 -1.888252 0.317758 0.8094 0.7973 0.8695 -0.650
N -4.140201 -3.030712 -0.663932 -1.6952 -0.5080 -0.9979 -0.419
H -5.221121 -5.077322 -2.070862 -0.0043 0.0507 0.4431 0.421
H -3.830861 -4.450302 -2.871262 0.2111 0.9698 0.1937 0.482
H -5.476041 -4.015172 -3.380612 0.1841 -0.2137 -0.7666 0.315
H -4.946871 -2.016152 -2.261792 -0.5250 0.0001 -0.2647 0.400
H -6.797891 -3.747762 -0.393912 0.1923 -0.6089 -0.2371 0.384
H -7.358031 -2.907452 -1.860842 -0.1710 -0.5009 -0.3008 0.341
H -9.140261 -1.604332 -0.351922 0.0811 -0.3207 -0.4119 0.324
H -8.284881 -1.113472 1.083218 -0.2981 -0.0833 0.1060 0.255
H -8.462341 -2.853922 0.805258 -0.1498 -0.1462 -0.2918 0.348
H -3.296781 -3.268042 -1.166332 0.8475 0.2155 0.5311 0.314
H -4.487161 -3.836192 -0.163002 0.6863 -0.2611 1.3117 0.334
C -1.136851 4.173468 -2.886902 -1.1942 0.5909 -0.1200 -1.496
C -0.841101 5.222718 -1.799542 2.2713 -1.2219 -2.1390 0.250
C -1.749811 6.420248 -1.744232 0.0856 -1.3663 -2.1906 -0.616
O -1.550781 7.116138 -0.608792 -1.5241 1.5492 1.6586 -0.314
C -2.556651 8.143958 -0.525032 -0.2914 1.2840 0.7196 -0.805
N -0.811871 4.484848 -0.548702 -1.4956 1.3658 -0.1180 -0.672
H -2.215021 4.014408 -2.906092 -0.3840 0.1968 -0.3713 0.380
H -0.803421 3.169348 -2.624812 0.7833 0.3086 -0.0029 0.388
H -0.806471 4.497678 -3.873732 -0.0398 -0.2745 0.0341 0.394
H 0.133419 5.589428 -2.121912 0.5620 0.2855 0.6516 0.335
H -2.755571 6.002108 -1.785622 -0.6521 0.0798 -0.0967 0.345
H -1.589931 7.051188 -2.618572 -0.2335 0.1207 -0.3298 0.439
H -3.575161 7.982828 -0.878242 0.1407 -1.3999 -0.5040 0.354
H -2.291411 9.027008 -1.106382 0.6561 0.1034 0.1222 0.339
H -2.765731 8.431678 0.505298 0.8600 -0.0390 0.1389 0.303
H -1.740651 4.128908 -0.724142 -0.4328 -2.0074 0.6440 0.316
H -1.191291 5.235988 0.009808 0.9663 0.3753 1.9278 0.355
C -1.640511 0.641248 4.199418 0.1237 -0.0760 2.5761 -0.430
C -1.293661 1.993758 4.851728 -0.6997 -0.4521 -2.4678 -0.511
O 0.120699 2.212098 4.568368 -1.1000 0.3040 1.5959 -0.499
O -0.938751 0.375688 3.015158 -0.1973 0.5064 -1.1264 -0.508
H -2.721071 0.505388 4.244408 -0.2020 0.1954 -0.9691 0.382
H -1.312091 -0.130192 4.895928 0.2143 0.0089 0.3812 0.267
H -1.725261 2.067878 5.849888 1.2182 -0.7646 0.7914 0.380
H -1.839631 2.849458 4.454498 -0.0563 -0.0517 -1.0261 0.314
H 0.225999 2.919808 5.208408 1.2107 0.4007 -0.0287 0.299
H -1.516561 -0.104842 2.417798 0.0012 0.0044 -0.0612 0.293
C 4.223299 -2.123362 5.025038 -2.5327 -0.1255 1.5640 -0.418
C 4.686529 -0.737192 5.705928 -0.3569 -2.2384 -1.7611 -0.418
O 5.024509 0.090398 4.638548 1.1477 1.2892 -1.1480 -0.507
O 3.447259 -2.021212 3.792958 0.7539 1.3908 0.2392 -0.551
H 3.506379 -2.484642 5.762328 -0.3004 -0.0688 0.3599 0.278
H 4.847639 -3.015872 4.983688 1.2232 0.8602 -0.3067 0.410
H 5.537349 -1.024532 6.323718 0.0146 0.2588 0.1526 0.314
H 3.958869 -0.144362 6.260148 -0.5032 -1.0590 0.4515 0.283
H 5.767219 0.624078 4.930388 0.1464 0.2614 -0.2441 0.310
H 3.187589 -2.889242 3.475638 0.1823 -0.1727 0.3052 0.297
C 7.200399 1.104778 -1.195332 0.9982 -0.5468 -1.5445 -0.419
C 6.366789 1.510578 -2.338152 -1.1330 -0.0507 -0.1242 -0.431
O 5.192459 2.213088 -1.839272 0.5171 0.0641 -0.7600 -0.480
O 6.433939 0.173658 -0.441572 0.1216 0.5317 0.7608 -0.502
H 7.697949 1.958638 -0.735472 -0.6770 -0.0509 1.0435 0.297
H 8.030059 0.665528 -1.749262 0.3578 -0.7927 0.4792 0.310
H 6.044749 0.609868 -2.860742 -0.2174 -0.1775 0.0847 0.263
H 6.917699 2.067388 -3.096152 0.0371 0.5787 0.3178 0.382
H 4.941659 2.684428 -2.637102 -0.7219 0.4100 0.2029 0.301
H 6.904219 -0.654442 -0.320342 0.2225 0.1020 0.0174 0.303



6
Properties=species:S:1:pos:R:3:forces:R:3:mulliken_charge:R:1 method="wB97M-V/def2-TZVPD" homo_energy_ev=-1.10 total_charge=-1 relative_energy_ev=1.3776 homo_lumo_gap_ha=0.1690 mol_weight_g_mol=78.022 lumo_ev=3.498
C 1.397605 0.292349 0.015323 2.0038 -1.1720 -0.0374 0.662
N -1.842847 -0.723677 -0.140180 1.7260 -1.7036 -0.0008 -0.480
O 2.068242 -0.473386 -0.571408 -1.0691 0.3595 -0.2105 -0.421
O 0.992146 1.083032 0.739025 -1.0057 0.8273 0.2739 -0.283
F -1.838408 0.731721 -0.023192 -0.0135 1.4280 0.1093 -0.352
H -0.776739 -0.910039 -0.019567 -1.6415 0.2608 -0.1346 -0.126